[1]
# C30H27F5FeN5O9STe

A structure of composition C30H27F5FeN5O9STe (wB97M-V/def2-TZVPD, the OMol25 dataset).

Geometry as XYZ:
```
79
Properties=species:S:1:pos:R:3:mulliken_spin:R:1
Fe -0.228 0.832 -0.936 2.814
O 1.831 1.788 -0.973 0.031
C 2.064 2.967 -1.694 0.003
C 0.777 3.576 -2.175 0.011
C 0.793 4.603 -3.111 -0.003
C -0.403 5.045 -3.639 -0.001
C -1.582 4.454 -3.207 0.011
C -1.506 3.478 -2.233 0.030
N -0.352 3.050 -1.718 -0.003
H 1.951 1.941 0.001 -0.004
H 2.648 2.714 -2.582 0.002
H 2.634 3.680 -1.092 0.000
H 1.737 5.023 -3.435 0.000
H -0.418 5.828 -4.385 0.001
H -2.539 4.732 -3.623 0.000
H -2.404 3.004 -1.859 -0.018
O 1.806 1.985 1.615 0.007
C 0.900 1.172 1.835 0.003
O 0.134 0.642 0.966 -0.047
C 0.624 0.752 3.253 0.014
C -0.107 -0.396 3.519 -0.001
C -0.336 -0.758 4.835 0.000
C 0.092 0.022 5.894 0.000
C 0.798 1.174 5.601 0.000
C 1.091 1.537 4.297 -0.005
N 1.247 2.034 6.703 0.000
O 1.708 3.119 6.411 0.000
O 1.121 1.604 7.832 0.000
N -1.034 -2.015 5.122 0.000
O -1.512 -2.152 6.228 0.000
O -1.071 -2.843 4.230 0.000
H -0.510 -0.992 2.713 0.001
H -0.114 -0.259 6.916 0.000
H 1.670 2.425 4.089 -0.001
S -2.661 1.724 0.021 0.792
C -2.462 3.065 1.087 0.005
C -3.593 3.584 1.742 0.110
C -3.465 4.648 2.612 -0.059
C -2.216 5.212 2.846 0.140
C -1.090 4.712 2.198 -0.055
C -1.205 3.649 1.326 0.084
H -4.556 3.131 1.552 -0.002
H -4.339 5.038 3.117 -0.001
H -2.114 6.038 3.538 0.009
H -0.118 5.151 2.383 -0.001
H -0.341 3.256 0.815 0.022
C 0.566 -5.850 -1.074 -0.001
N 0.530 -4.457 -0.698 0.009
N 0.709 -3.438 -1.597 -0.022
C 0.812 -2.247 -0.901 -0.010
O 0.987 -1.079 -1.430 0.127
C 0.687 -2.587 0.460 0.031
C 0.490 -3.943 0.541 -0.006
C 0.269 -4.809 1.728 0.000
C 1.109 -3.689 -2.951 0.021
C 0.195 -4.123 -3.908 -0.013
C 0.633 -4.325 -5.208 -0.003
C 1.961 -4.114 -5.541 0.003
C 2.867 -3.705 -4.574 0.001
C 2.444 -3.491 -3.275 0.007
H 0.573 -5.926 -2.157 0.000
H -0.311 -6.370 -0.690 0.000
H 1.463 -6.332 -0.679 0.000
H 0.691 -1.871 1.259 -0.001
H -0.016 -4.202 2.583 0.000
H 1.178 -5.363 1.973 0.000
H -0.518 -5.538 1.535 0.000
H -0.842 -4.285 -3.649 -0.001
H -0.079 -4.622 -5.964 0.000
H 2.283 -4.250 -6.565 0.000
H 3.905 -3.541 -4.830 0.000
H 3.127 -3.142 -2.512 0.000
F -1.464 -0.783 -0.757 0.082
Te -0.979 -1.003 -2.948 0.306
F -1.623 -1.050 -4.791 0.044
F -2.798 -0.296 -2.853 0.017
F 0.669 -0.720 -4.151 0.132
F -2.238 -2.659 -2.387 0.259
O -0.629 0.835 -2.626 0.132
```

Results
**ΔE to the lowest compared entry with this formula, charge and spin**: 34.1 kcal per mole
**<S²>**: 8.83
**Spin multiplicity**: 6


[2]
# C30H27N10OSZr

A structure of composition C30H27N10OSZr (wB97M-V/def2-TZVPD, the OMol25 dataset).

Geometry as XYZ:
```
70
Properties=species:S:1:pos:R:3:nbo_charge:R:1
Zr -0.064 1.857 -1.341 2.225
C 0.226 0.150 -4.197 -0.674
C -0.926 1.109 -4.255 0.300
C -1.752 1.127 -5.366 -0.263
C -2.821 1.996 -5.414 -0.002
C -3.066 2.886 -4.360 -0.033
C -4.138 3.814 -4.394 -0.136
C -4.309 4.698 -3.369 -0.171
C -3.402 4.703 -2.292 -0.116
C -2.357 3.809 -2.233 -0.203
S -1.158 3.969 -0.920 -0.115
C -2.191 2.863 -3.258 0.158
N -1.133 1.946 -3.201 -0.725
H 0.275 -0.435 -5.112 0.290
H 0.118 -0.570 -3.379 0.221
H 1.183 0.668 -4.102 0.246
H -1.550 0.452 -6.185 0.267
H -3.474 2.008 -6.280 0.264
H -4.802 3.814 -5.249 0.257
H -5.118 5.415 -3.387 0.268
H -3.515 5.440 -1.507 0.258
C 3.452 -2.547 -1.450 -0.245
N 2.943 -1.148 -1.601 -0.106
C 1.818 -0.648 -1.156 0.222
N 1.821 0.693 -1.341 -0.742
C 3.054 0.918 -1.931 0.164
N 3.738 -0.172 -2.102 -0.168
C 3.980 -2.755 -0.056 -0.003
C 5.331 -2.973 0.173 -0.195
C 5.791 -3.140 1.476 -0.169
C 4.917 -3.052 2.546 -0.137
C 3.562 -2.820 2.315 -0.095
C 3.097 -2.701 1.015 -0.224
C 2.641 -2.672 3.443 0.452
N 2.867 -2.844 4.690 -0.238
N 1.681 -2.506 5.352 -0.238
C 0.848 -2.166 4.443 0.425
O 1.373 -2.235 3.187 -0.450
C -0.525 -1.679 4.604 -0.018
C -1.023 -1.462 5.885 -0.152
C -2.307 -0.969 6.046 -0.170
C -3.091 -0.676 4.938 -0.176
C -2.598 -0.905 3.659 -0.078
C -3.514 -0.641 2.488 -0.234
N -2.757 -0.287 1.258 -0.102
C -1.847 0.640 1.108 0.272
N -1.378 0.598 -0.160 -0.743
C -2.124 -0.426 -0.730 0.160
N -2.948 -0.975 0.103 -0.168
C -1.318 -1.416 3.492 -0.247
H 4.218 -2.657 -2.212 0.268
H 2.615 -3.204 -1.686 0.236
H 1.044 -1.229 -0.680 0.249
H 3.424 1.890 -2.223 0.249
H 6.028 -3.020 -0.655 0.236
H 6.841 -3.325 1.655 0.251
H 5.270 -3.160 3.563 0.263
H 2.030 -2.590 0.855 0.193
H -0.397 -1.678 6.741 0.262
H -2.698 -0.798 7.040 0.251
H -4.090 -0.280 5.077 0.233
H -4.191 0.186 2.697 0.247
H -4.109 -1.507 2.202 0.269
H -1.534 1.303 1.898 0.260
H -2.045 -0.739 -1.760 0.237
H -0.926 -1.646 2.507 0.202
N 1.114 2.777 0.540 -1.111
H 1.908 2.252 0.902 0.428
H 0.510 2.966 1.339 0.426
H 1.481 3.702 0.305 0.437
```

Results
**ΔE to the lowest compared entry with this formula, charge and spin**: 0.0 kcal per mole
**Total charge**: +3


[3]
# C30H27N9NiO4S2

A structure of composition C30H27N9NiO4S2 (wB97M-V/def2-TZVPD, the OMol25 dataset).

Geometry as XYZ:
```
73
Properties=species:S:1:pos:R:3:mulliken_spin:R:1
Ni 9.452 -16.348 9.299 1.691
O 7.142 -21.986 12.606 0.000
C 7.513 -22.081 11.426 0.000
O 7.501 -23.015 10.593 0.000
C 7.963 -20.667 10.846 -0.003
C 8.377 -19.674 11.726 0.001
C 8.876 -18.456 11.217 -0.003
N 8.929 -18.185 9.913 0.040
C 8.599 -19.179 9.086 0.002
C 8.139 -20.389 9.519 0.001
C 8.799 -18.734 7.638 0.005
C 8.926 -19.609 6.573 0.004
C 9.245 -19.149 5.274 -0.002
C 9.453 -17.786 5.134 0.004
C 9.375 -16.957 6.212 -0.004
N 9.004 -17.404 7.438 0.038
C 9.329 -17.285 12.039 0.014
C 9.326 -17.351 13.449 0.006
C 9.755 -16.194 14.118 -0.003
C 10.211 -15.100 13.402 0.004
C 10.178 -15.157 12.011 -0.001
N 9.753 -16.202 11.376 0.049
H 8.222 -19.862 12.757 0.000
H 7.999 -21.160 8.767 0.000
H 8.702 -20.640 6.818 0.000
H 9.174 -19.775 4.398 0.000
H 9.707 -17.407 4.152 0.000
H 9.481 -15.900 6.099 0.004
H 9.079 -18.313 13.884 0.000
H 9.943 -16.106 15.169 0.000
H 10.561 -14.221 13.937 0.000
H 10.485 -14.340 11.379 0.001
N 7.221 -12.796 3.036 0.000
C 7.973 -12.998 4.122 0.000
C 7.293 -13.191 5.311 0.000
C 8.001 -13.304 6.499 -0.001
C 9.377 -13.264 6.507 -0.001
C 10.060 -13.043 5.316 0.000
C 9.363 -12.874 4.149 0.000
S 10.210 -13.313 8.025 0.007
O 11.429 -12.619 7.796 0.005
O 9.381 -12.797 9.078 0.000
N 10.449 -14.821 8.427 0.023
C 11.485 -15.557 7.996 0.002
N 11.548 -16.704 8.721 0.039
C 12.515 -17.592 8.501 0.005
C 13.434 -17.335 7.517 0.003
C 13.299 -16.159 6.802 0.000
N 12.313 -15.249 7.022 0.003
H 6.225 -12.578 3.182 0.000
H 7.687 -12.492 2.205 0.000
H 6.287 -13.272 5.364 0.000
H 7.397 -13.487 7.390 0.001
H 11.167 -12.867 5.354 0.000
H 9.895 -12.668 3.259 0.000
H 12.554 -18.491 9.125 0.000
H 14.247 -18.036 7.333 0.000
H 13.900 -15.895 5.917 0.000
S 7.044 -15.650 9.331 0.040
C 6.782 -14.691 10.709 0.010
N 6.221 -15.151 11.824 0.006
C 6.334 -14.423 13.134 0.000
C 7.087 -13.146 13.078 0.002
C 6.740 -12.477 11.754 -0.002
N 7.140 -13.385 10.681 0.010
H 5.994 -16.109 11.838 0.000
H 6.789 -15.196 13.861 0.000
H 5.322 -14.205 13.423 0.001
H 8.122 -13.437 13.039 -0.001
H 6.814 -12.577 14.058 0.000
H 7.311 -11.563 11.550 0.000
H 5.613 -12.299 11.695 0.001
H 7.787 -13.080 9.933 0.000
```

Results
**ΔE to the lowest compared entry with this formula, charge and spin**: 0.0 kcal per mole
**<S²>**: 2.01
**Spin multiplicity**: 3